Below is C33H70Br3ClN7O7P2S2 as an isolated structure, with properties calculated with the ωB97M-V functional and the def2-TZVPD basis.

Last column: Mulliken charge in e.
CARTESIAN COORDINATES (ANGSTROEM)
C: 6.6730 -5.5926 0.3480  -1.197
C: 6.3075 -4.2091 -0.2677  -0.474
C: 5.2614 -3.4152 0.5666  -0.879
C: 3.9228 -3.1296 -0.2101  0.348
C: 3.6053 -1.6153 -0.2835  -1.946
C: 2.6695 -0.9706 0.7831  -0.468
C: 1.6739 -1.9113 1.5244  2.383
S: 2.6417 -2.9401 2.7363  -0.182
C: 0.8313 -2.8424 0.6044  -1.170
C: 0.7444 -4.3344 0.9946  -1.248
C: -0.1014 -5.0563 -0.1273  0.940
C: 0.7150 -6.3102 -0.5905  -1.810
C: -1.4881 -5.5440 0.3854  -0.999
C: -2.6274 -4.8036 -0.3935  -1.479
C: -2.9380 -3.4236 0.2059  -0.160
C: -3.8267 -3.3094 1.2387  1.110
C: -3.8229 -4.2410 2.4459  -1.038
C: -4.8910 -2.2122 1.2158  -1.454
C: 0.7045 -1.1120 2.5286  -1.997
Br: -0.7164 -2.2545 3.2174  0.110
C: 0.0934 0.2747 1.9898  0.233
Br: -1.5906 -0.0324 1.0898  0.291
P: -0.3308 1.2437 3.6295  0.292
S: -2.1823 1.1028 4.2007  -0.306
C: 1.2341 1.0701 1.3065  -0.832
O: 2.0533 1.3920 2.4568  -0.457
N: 0.9589 2.3494 0.7087  0.502
C: -0.3929 2.8852 0.5545  -0.328
C: -0.2732 4.3262 -0.0753  -0.524
C: -1.3117 4.5041 -1.2137  -0.861
N: 2.0502 0.3217 0.2808  0.041
Br: 0.8683 -0.0563 -1.1925  0.193
P: 3.4259 1.3833 -0.5496  0.622
O: 3.9361 2.5899 0.4605  -0.514
Cl: 2.6190 2.4777 -2.1348  -0.194
H: 7.7541 -5.7530 0.2996  0.345
H: 6.4209 -5.6273 1.4137  0.343
H: 6.1408 -6.3829 -0.1876  0.286
H: 6.0083 -4.3211 -1.3140  0.360
H: 7.2368 -3.6248 -0.2719  0.315
H: 4.9995 -4.0562 1.4168  0.280
H: 5.6769 -2.5031 1.0121  0.394
H: 4.1050 -3.4761 -1.2347  0.499
H: 3.1697 -3.7801 0.2260  -1.030
H: 4.5835 -1.1305 -0.1904  0.836
H: 3.3074 -1.3898 -1.3162  0.460
H: 3.3567 -0.6471 1.5846  0.692
H: 3.1934 -1.9597 3.5105  0.226
H: -0.1906 -2.4932 0.4386  -0.216
H: 1.3129 -2.8319 -0.3852  0.155
H: 1.7078 -4.8533 1.0151  0.723
H: 0.2344 -4.5150 1.9410  0.345
H: -0.1546 -4.3923 -0.9973  0.499
H: 0.0754 -7.0958 -0.9956  0.480
H: 1.2211 -6.7429 0.2852  0.463
H: 1.5076 -6.0193 -1.2910  0.263
H: -1.6206 -6.6154 0.1861  0.363
H: -1.5516 -5.4091 1.4656  0.489
H: -3.5213 -5.4202 -0.5089  0.343
H: -2.2405 -4.6370 -1.4075  0.519
H: -2.4019 -2.5553 -0.1828  0.436
H: -3.6843 -5.2962 2.1584  0.049
H: -4.7892 -4.1882 2.9545  0.495
H: -2.9930 -3.9885 3.1154  0.031
H: -5.4956 -2.2843 2.1272  0.388
H: -4.4382 -1.2067 1.1863  0.189
H: -5.5493 -2.2861 0.3474  0.333
H: 1.3063 -0.8484 3.4005  1.016
H: -0.0184 2.6116 3.4431  0.106
H: 0.5932 0.7871 4.6045  0.114
H: 2.9866 1.2215 2.2980  0.491
H: 1.5317 3.0635 1.1396  0.406
H: -0.9299 2.3020 -0.1966  0.190
H: -1.0016 3.0038 1.4587  0.121
H: -0.4680 5.0408 0.7330  0.376
H: 0.7639 4.4594 -0.4089  0.239
H: -0.8757 4.2362 -2.1777  0.265
H: -1.6933 5.5323 -1.2213  0.073
H: -2.1670 3.8641 -0.9622  0.347
H: 4.5928 2.1945 1.0528  0.410
O: -2.4423 6.9507 -2.6482  -0.646
C: -2.5063 8.1661 -2.5363  0.674
N: -2.0584 8.7984 -1.4205  -0.319
C: -3.0792 9.0523 -3.6087  -0.982
H: -2.1016 9.7939 -1.2939  0.197
H: -1.6708 8.2308 -0.6873  0.173
H: -4.1143 8.7680 -3.7897  0.254
H: -2.5032 8.9179 -4.5232  0.323
H: -3.0512 10.1027 -3.3247  0.295
O: -4.6295 11.1370 -1.1880  -0.591
C: -5.2946 10.8082 -0.2221  0.619
N: -5.5733 9.5019 0.0302  -0.333
C: -5.8550 11.8074 0.7572  -0.904
H: -6.1182 9.1956 0.8136  0.182
H: -5.2109 8.8146 -0.6090  0.198
H: -6.5110 12.4939 0.2251  0.260
H: -5.0337 12.3680 1.2002  0.245
H: -6.4224 11.3288 1.5548  0.320
O: -4.9984 -6.9177 2.0514  -0.624
C: -6.1819 -6.9270 2.3381  0.737
N: -7.0413 -6.0218 1.7997  -0.336
C: -6.7807 -7.9235 3.2968  -1.054
H: -8.0209 -5.9976 2.0107  0.180
H: -6.6657 -5.3467 1.1550  0.203
H: -6.2921 -7.8215 4.2643  0.252
H: -6.6110 -8.9281 2.9137  0.276
H: -7.8521 -7.7757 3.4286  0.356
O: 1.6589 -4.2497 -5.0425  -0.598
C: 1.5502 -3.0448 -4.9879  0.626
N: 2.0241 -2.3463 -3.9105  -0.128
C: 0.8987 -2.2287 -6.0750  -0.909
H: 1.9584 -1.3500 -3.8249  0.123
H: 2.4640 -2.8727 -3.1744  0.021
H: -0.1298 -2.5628 -6.1995  0.265
H: 1.4406 -2.3839 -7.0059  0.278
H: 0.8954 -1.1624 -5.8464  0.288
O: 7.3620 5.1724 -3.0013  -0.603
C: 6.7075 4.7936 -2.0561  0.634
N: 6.4487 3.4651 -1.8633  -0.306
C: 6.1309 5.7363 -1.0293  -0.731
H: 5.9119 3.1159 -1.0925  0.140
H: 6.8221 2.8155 -2.5348  0.186
H: 5.4629 6.4363 -1.5279  0.247
H: 6.9434 6.2886 -0.5607  0.265
H: 5.5716 5.2103 -0.2540  0.194

Net charge: +1
Maximum force: 2.63 eV/A
DFT total energy: -323009.909 eV
E_LUMO: -4.7167 eV
ΔE to the lowest compared entry with this formula, charge and spin: 163.57 kJ/mol